1.
{
  "formula": "C7H7F2NO2Si",
  "method": "ωB97M-V with the def2-TZVPD basis set",
  "elements": ["O", "N", "O", "Si", "F", "F", "C", "C", "C", "C", "C", "C", "C", "H", "H", "H", "H", "H", "H", "H"],
  "xyz": [[3.761496, 1.667984, 1.377008], [3.471780, 1.261594, 0.270800], [3.246889, 1.980618, -0.690565], [3.348731, -0.538998, -0.044555], [3.520500, -1.219383, 1.379632], [4.711464, -0.903489, -0.784684], [1.769033, -0.902610, -0.995564], [0.558628, -0.308940, -0.303926], [-0.135626, -1.040433, 0.649692], [-1.227593, -0.487822, 1.295638], [-1.630356, 0.802927, 0.998462], [-0.939148, 1.538022, 0.050425], [0.151426, 0.985635, -0.597809], [1.638783, -1.982206, -1.095164], [1.844392, -0.491427, -2.004810], [0.181078, -2.045790, 0.887019], [-1.761433, -1.065569, 2.035027], [-2.478823, 1.235774, 1.506287], [-1.245742, 2.546066, -0.183941], [0.695464, 1.565237, -1.329169]],
  "forces_ev_per_angstrom": [[0.040, -0.049, 0.083], [-0.002, 0.432, 0.336], [-0.036, -0.078, -0.332], [0.197, -0.801, -0.200], [-0.494, 0.159, -0.357], [-0.502, 0.213, -0.107], [0.324, 0.105, 0.328], [0.245, -0.006, 0.028], [0.004, 0.010, 0.023], [-0.026, -0.038, 0.053], [-0.056, 0.033, 0.030], [-0.026, 0.035, 0.003], [-0.008, 0.031, -0.014], [0.178, -0.031, 0.020], [0.244, -0.013, 0.061], [0.024, -0.123, 0.035], [-0.049, -0.051, 0.062], [-0.077, 0.033, 0.041], [-0.031, 0.089, -0.022], [0.050, 0.048, -0.069]],
  "lowdin_charge": [0.0603, -0.4101, 0.0272, 0.4946, -0.0494, -0.0605, -0.1460, -0.3013, -0.0518, -0.0777, -0.0856, -0.0711, -0.0553, 0.0932, 0.0966, 0.1148, 0.1043, 0.1025, 0.1062, 0.1091],
  "smiles": "O=[N+]([O-])[Si](F)(F)Cc1ccccc1",
  "spin_multiplicity": 1,
  "charge": 0,
  "homo_ev": -9.6089,
  "mol_weight_da": 203.220
}

***

2.
{
  "formula": "C20H39BN2O7S4",
  "method": "ωB97M-V with the def2-TZVPD basis set",
  "elements": ["C", "C", "C", "O", "C", "C", "C", "N", "C", "C", "N", "C", "C", "C", "C", "B", "O", "O", "H", "H", "H", "H", "H", "H", "H", "H", "H", "H", "H", "H", "H", "H", "H", "C", "S", "O", "C", "H", "H", "H", "H", "H", "H", "C", "S", "O", "C", "H", "H", "H", "H", "H", "H", "C", "S", "O", "C", "H", "H", "H", "H", "H", "H", "C", "S", "O", "C", "H", "H", "H", "H", "H", "H"],
  "xyz": [[5.939642, 0.758580, 2.228370], [4.952715, 0.510772, 0.984229], [3.520875, 1.242941, 1.233681], [2.477065, 0.267820, 1.513788], [1.180648, 0.836251, 1.445601], [0.762057, 2.175315, 2.147308], [-0.710128, 2.752149, 2.080496], [-0.962009, 3.968702, 2.804343], [-2.316758, 4.397738, 2.691834], [-3.371104, 3.642378, 1.834342], [-3.172641, 2.437796, 1.094420], [-1.808176, 2.017709, 1.272850], [-1.380421, 0.669825, 0.549527], [0.068301, 0.090258, 0.634930], [0.288737, -1.325238, -0.133030], [-0.681762, -2.382310, 0.679492], [-0.487891, -2.561158, 2.123344], [-1.756614, -3.128161, 0.072382], [6.930287, 0.195512, 2.111801], [6.094619, 1.888451, 2.372110], [5.414862, 0.348079, 3.172770], [5.434676, 0.865873, 0.000801], [4.799455, -0.623053, 0.894831], [3.699169, 2.007675, 2.066323], [3.222592, 1.800136, 0.280433], [1.540502, 2.782436, 2.744540], [-2.610951, 5.352011, 3.261692], [-4.429788, 4.102944, 1.789132], [-2.179464, 0.085409, -0.043763], [-0.018562, -1.224796, -1.241848], [1.387369, -1.673164, -0.090911], [-1.011712, -1.840349, 2.562466], [-2.604849, -2.664747, 0.307972], [2.083612, 3.577108, -2.342959], [3.158264, 2.225351, -2.873362], [4.145151, 1.980426, -1.773977], [4.006220, 3.159254, -4.164434], [1.478388, 3.228936, -1.503970], [2.686173, 4.430514, -2.025709], [1.428114, 3.865146, -3.166700], [4.488668, 4.038579, -3.732662], [3.287094, 3.460674, -4.926796], [4.762676, 2.515863, -4.615720], [-0.953564, 1.197152, -4.741227], [0.268185, 1.430588, -6.050691], [1.592462, 1.652789, -5.392541], [-0.345240, 3.040729, -6.591353], [-0.739205, 0.256329, -4.232565], [-0.893934, 2.018458, -4.024499], [-1.952427, 1.151953, -5.178853], [-0.323784, 3.746876, -5.758966], [-1.363944, 2.934869, -6.968206], [0.299889, 3.405077, -7.392086], [-4.083758, -1.339808, 3.592495], [-4.946450, -1.741796, 2.058000], [-4.183685, -1.108460, 0.935245], [-6.392048, -0.710861, 2.382257], [-3.120337, -1.851780, 3.591619], [-3.921903, -0.262056, 3.657888], [-4.674554, -1.683641, 4.443235], [-6.085503, 0.327382, 2.523197], [-6.906673, -1.075367, 3.272847], [-7.063059, -0.777181, 1.524747], [0.339816, -8.135703, 0.951863], [0.207216, -6.873677, 2.237732], [-0.376589, -7.527652, 3.448492], [-1.111854, -5.934965, 1.439389], [1.091501, -8.864165, 1.258827], [-0.620457, -8.638372, 0.822322], [0.649680, -7.669742, 0.014649], [-1.981270, -6.575730, 1.279175], [-0.754710, -5.541718, 0.486595], [-1.388904, -5.105164, 2.090442]],
  "forces_ev_per_angstrom": [[-0.841, -0.158, 0.096], [-0.036, -0.289, 0.386], [1.796, 0.709, -1.149], [-2.114, 1.643, -0.136], [-2.946, 2.235, 0.625], [-0.932, -2.305, -1.694], [0.626, -0.762, -0.338], [-4.105, -1.576, -2.172], [1.345, -2.337, -1.303], [1.087, -0.701, -0.061], [3.376, 3.609, 3.590], [1.407, -1.793, -0.814], [3.080, 0.781, 1.572], [-2.297, 1.873, 0.389], [0.042, 0.464, 0.305], [-0.587, -0.461, 0.768], [-1.174, 1.397, -1.732], [0.846, 2.098, 0.807], [-1.373, 1.003, 0.087], [0.027, -1.728, -0.187], [0.905, 0.695, -1.373], [-0.986, -0.391, 1.562], [-0.002, 1.635, 0.030], [-0.655, -1.165, -0.827], [0.516, -0.752, 1.384], [-1.525, -1.132, -1.110], [0.505, -1.714, -1.066], [1.920, -0.899, 0.040], [1.409, 1.145, 1.114], [0.486, -0.074, 1.822], [-1.633, 0.780, 0.060], [0.943, -0.904, -0.383], [0.681, -0.630, -0.213], [0.004, 0.133, 0.090], [0.023, -0.205, -0.047], [-0.100, 0.359, -0.219], [0.097, 0.188, -0.039], [0.082, -0.077, -0.049], [0.037, -0.071, -0.014], [0.069, -0.094, -0.015], [-0.018, -0.092, 0.115], [-0.014, -0.158, 0.087], [-0.126, -0.041, 0.105], [0.007, 0.028, 0.106], [0.075, 0.006, 0.094], [-0.469, 0.149, -0.191], [0.024, 0.111, 0.018], [0.067, 0.067, -0.113], [0.061, -0.011, -0.059], [0.075, -0.009, -0.036], [0.023, -0.090, 0.015], [0.055, -0.051, 0.016], [-0.005, -0.130, 0.071], [0.081, 0.152, -0.006], [-0.067, 0.026, 0.146], [0.090, -0.244, 0.200], [-0.008, 0.165, -0.083], [-0.135, -0.068, -0.058], [-0.040, -0.026, -0.102], [0.013, -0.045, -0.086], [0.083, -0.073, -0.042], [0.078, -0.066, -0.049], [0.132, -0.071, 0.034], [-0.035, -0.120, -0.049], [-0.220, -0.053, 0.158], [0.099, 0.116, -0.411], [-0.059, -0.085, 0.060], [-0.046, 0.121, 0.059], [0.011, 0.068, 0.075], [0.001, 0.031, 0.073], [0.096, -0.068, 0.034], [-0.004, -0.001, 0.084], [0.175, -0.066, -0.048]],
  "lowdin_charge": [-0.1425, -0.2036, -0.1877, -0.1058, -0.1426, 0.0751, -0.1789, 0.0496, -0.0923, -0.1054, 0.0671, -0.1786, 0.0519, -0.0796, -0.0448, -0.5108, 0.0486, 0.0566, 0.0722, 0.0759, 0.0818, 0.0970, 0.1135, 0.1178, 0.0985, 0.1077, 0.1042, 0.1007, 0.1062, 0.1137, 0.1206, 0.0943, 0.0798, -0.2557, 0.8231, -0.5684, -0.2667, 0.0419, 0.0581, 0.0409, 0.0560, 0.0352, 0.0549, -0.2600, 0.8302, -0.5867, -0.2681, 0.0498, 0.0553, 0.0549, 0.0536, 0.0534, 0.0510, -0.2499, 0.8348, -0.5594, -0.2622, 0.0395, 0.0614, 0.0579, 0.0575, 0.0551, 0.0526, -0.2781, 0.8109, -0.5626, -0.2726, 0.0468, 0.0545, 0.0502, 0.0623, 0.0483, 0.0401],
  "spin_multiplicity": 1,
  "charge": 0,
  "homo_ev": -8.2954,
  "mol_weight_da": 558.619
}

***

Quick rundown of HOMO-LUMO gap, same order as above: 9.4 7.5 eV
Quick rundown of E_tot, same order as above: -965.481447 -3038.997616 hartree